(1)
This record from the Open Molecules 2025 dataset describes 2 unconnected molecules or ions with the total composition CH4N2O2S in a non-equilibrium geometry. The level of theory is ωB97M-V with the def2-TZVPD basis set.

```
10
Properties=species:S:1:pos:R:3:forces:R:3
C -0.401731 0.597893 0.275936 4.419 0.926 -2.613
N 0.813709 0.513198 0.902413 -1.361 -0.668 0.517
N -1.530380 -0.017149 0.755091 -3.291 -2.157 1.424
O -2.570489 0.280164 0.161228 0.422 0.189 0.344
O -1.496755 -0.792278 1.719742 0.650 1.099 -0.665
S -0.371028 -1.867162 -1.174722 0.974 1.468 0.594
H -0.607872 1.388772 -0.533925 0.429 -1.408 1.658
H 0.987737 -0.298173 1.505426 -0.637 0.345 -0.330
H 1.553133 1.205771 1.023210 -0.879 0.130 -0.914
H -1.664344 -2.024631 -1.362383 -0.727 0.076 -0.014
```
Positions in Å, forces in eV/Å.

Results
Energy above the lowest of the compared OMol25 structures with the same formula, charge and spin: 5.370 eV
Orbital gap (spin up / spin down): 0.2286 / 0.2285 Eh
Electronic energy: -698.47798 Eh
Total charge: 0

---

(2)
This record from the Open Molecules 2025 dataset describes 2 unconnected molecules or ions with the total composition CH4N2O3 in a non-equilibrium geometry. The level of theory is ωB97M-V with the def2-TZVPD basis set.

```
10
Properties=species:S:1:pos:R:3:forces:R:3
N -1.310010 -0.207970 -0.882443 1.532 5.037 -0.191
C 0.714914 0.279361 1.070466 0.547 -1.853 3.528
N -0.620605 -0.977640 -1.662027 0.209 -2.382 -0.247
O -0.599127 0.838692 -0.638843 -3.034 -2.879 -0.522
O 1.043435 1.593195 1.161143 0.032 -0.355 0.313
O 1.562764 -0.609248 1.106275 -1.359 1.697 -1.435
H 0.420646 2.058109 1.752298 0.052 -0.319 -0.731
H -0.366806 -0.003467 1.326603 1.465 0.774 -0.311
H 0.299143 -1.177997 -1.270523 0.436 0.353 -0.687
H -1.144356 -1.793036 -1.962948 0.121 -0.075 0.283
```
Positions in Å, forces in eV/Å.

Results
Energy above the lowest of the compared OMol25 structures with the same formula, charge and spin: 1.466 eV
Orbital gap: 0.3590 Eh
Electronic energy: -375.61338 Eh
Total charge: 0
SMILES: NN=O.O=CO

---

(3)
This record from the Open Molecules 2025 dataset describes a gas-phase ion, CH4N2O3P (charge -1) in a non-equilibrium geometry. The level of theory is ωB97M-V with the def2-TZVPD basis set.

```
11
Properties=species:S:1:pos:R:3:forces:R:3
C 0.773671 -0.128068 -0.169599 -2.522 -1.219 -0.167
N 1.195643 1.163958 -0.056200 3.051 0.365 1.197
N 1.479020 -1.188814 -0.222478 0.689 0.390 0.724
O -1.573069 0.534314 1.437961 0.310 0.111 2.164
O -2.079586 0.904738 -1.024294 1.223 -0.654 0.529
O -1.940027 -1.497554 -0.172786 1.805 0.243 -0.787
P -1.440182 0.080426 0.066545 0.301 -0.845 -3.728
H 2.010338 1.322573 0.613571 -0.770 -0.624 -1.405
H 0.466863 1.591994 0.409130 -1.961 1.942 0.842
H 2.480737 -0.958124 0.054322 -1.066 -0.205 -0.727
H -1.373410 -1.825445 -0.936176 -1.060 0.496 1.359
```
Positions in Å, forces in eV/Å.

Results
Energy above the lowest of the compared OMol25 structures with the same formula, charge and spin: 1.438 eV
Orbital gap: 0.3335 Eh
Electronic energy: -717.21645 Eh
Total charge: -1
SMILES: [H]/N=C(\N)[P@@](=O)([O-])O

---

(4)
This record from the Open Molecules 2025 dataset describes 2 unconnected molecules or ions with the total composition CH4N2O4 in a non-equilibrium geometry. The level of theory is ωB97M-V with the def2-TZVPD basis set.

```
11
Properties=species:S:1:pos:R:3:forces:R:3
C -0.770682 0.654860 -0.005925 -2.713 1.700 0.381
N 1.302370 0.564630 -0.204168 2.187 -1.049 -0.517
N -1.076748 -0.735761 -0.393393 -0.250 -0.892 -0.299
O -1.190552 -1.491833 0.891875 0.443 0.220 -0.136
O -0.101813 -1.293470 -1.185076 -0.154 -0.036 0.126
O -0.795231 0.876450 1.249936 0.022 -0.071 0.525
O -0.979843 1.511770 -0.887936 -0.003 0.056 -0.464
H 1.701120 0.139250 0.633445 0.014 0.100 0.034
H 2.098726 0.780365 -0.812630 -0.037 0.123 0.049
H -1.019553 -0.682897 1.466985 -0.042 -0.374 0.056
H 0.832205 -0.323366 -0.753110 0.535 0.224 0.246
```
Positions in Å, forces in eV/Å.

Results
Energy above the lowest of the compared OMol25 structures with the same formula, charge and spin: 1.505 eV
Orbital gap: 0.2085 Eh
Electronic energy: -450.78289 Eh
Total charge: -2

---

(5)
This record from the Open Molecules 2025 dataset describes a molecular structure, CH4N2ORb in a non-equilibrium geometry. The level of theory is ωB97M-V with the def2-TZVPD basis set.

```
9
Properties=species:S:1:pos:R:3:forces:R:3
Rb 0.711997 0.988550 -3.814448 -0.117 -0.225 0.323
C -0.090588 -0.184979 -0.079217 1.001 0.160 0.550
O -0.006915 -0.258351 -1.309163 -0.289 0.277 -0.098
N -1.203624 0.144822 0.620183 -0.344 0.141 -0.353
N 1.003497 -0.393808 0.724916 -0.505 0.019 -0.535
H -1.181010 0.194158 1.618897 0.031 -0.027 0.175
H -1.990191 0.590526 0.181321 0.085 -0.199 -0.245
H 1.822776 -0.831199 0.345987 -0.030 -0.001 -0.019
H 0.934062 -0.249716 1.711528 0.167 -0.145 0.203
```
Positions in Å, forces in eV/Å.

Results
Energy above the lowest of the compared OMol25 structures with the same formula, charge and spin: 0.112 eV
Orbital gap: 0.3652 Eh
Electronic energy: -249.20302 Eh
Total charge: +1

---

(6)
This record from the Open Molecules 2025 dataset describes a molecular structure, CH4N2ORb in a non-equilibrium geometry. The level of theory is ωB97M-V with the def2-TZVPD basis set.

```
9
Properties=species:S:1:pos:R:3:forces:R:3
Rb -8.539375 14.513640 -9.895584 0.281 0.321 0.084
C -5.473976 17.070863 -8.951076 -1.128 -0.471 0.443
O -6.523778 16.452135 -9.236845 0.810 0.041 0.099
N -5.367834 18.398030 -8.941937 0.256 1.426 -0.284
N -4.332945 16.480787 -8.518914 -0.905 -1.016 -0.702
H -4.434341 18.764361 -8.915232 -0.068 0.369 0.069
H -6.104756 19.060772 -9.108411 -0.185 -0.427 -0.204
H -4.439783 15.486864 -8.395475 0.692 0.123 0.226
H -3.613002 17.037838 -8.105912 0.248 -0.366 0.268
```
Positions in Å, forces in eV/Å.

Results
Energy above the lowest of the compared OMol25 structures with the same formula, charge and spin: 0.191 eV
Orbital gap: 0.3667 Eh
Electronic energy: -249.20013 Eh
Total charge: +1

---

(7)
This record from the Open Molecules 2025 dataset describes a single CH4N2OS molecule in a non-equilibrium geometry. The level of theory is ωB97M-V with the def2-TZVPD basis set.

```
9
Properties=species:S:1:pos:R:3:forces:R:3
C 0.121232 1.715871 0.648456 0.793 -4.196 2.577
N -0.448690 -1.550416 -0.751560 -3.057 1.345 -0.172
N 0.237996 -0.355064 -0.706159 2.755 -0.935 -0.430
O 0.457828 0.182110 0.687156 -1.087 3.446 -1.369
S 0.370035 2.514890 2.007771 0.167 -0.048 -0.661
H -0.471373 2.041894 -0.166039 -0.071 -0.153 -1.221
H -0.042013 -2.314117 -0.310280 1.056 -1.412 1.235
H -1.450822 -1.477130 -0.459517 1.372 0.209 -0.504
H 1.225807 -0.758036 -0.949829 -1.927 1.744 0.545
```
Positions in Å, forces in eV/Å.

Results
Energy above the lowest of the compared OMol25 structures with the same formula, charge and spin: 4.349 eV
Orbital gap: 0.3322 Eh
Electronic energy: -623.29939 Eh
Total charge: 0
SMILES: NNOC=S

---

(8)
This record from the Open Molecules 2025 dataset describes a single CH4N2OS molecule in a non-equilibrium geometry. The level of theory is ωB97M-V with the def2-TZVPD basis set.

```
9
Properties=species:S:1:pos:R:3:forces:R:3
C 0.474389 -0.300125 1.924606 1.101 0.631 -1.283
N -0.482854 -1.013645 1.547866 -2.106 1.056 -1.571
N -0.017933 0.050185 -1.993498 -2.359 -0.852 -0.074
O -0.557130 0.695284 -0.748940 -0.095 0.132 -1.011
S -1.639803 -0.165383 0.152901 2.639 -0.972 1.122
H 1.172557 -0.731059 2.616779 0.067 -0.389 0.738
H 0.881726 0.640196 1.479903 -0.906 -0.342 0.111
H -0.657163 0.285012 -2.815197 0.723 -0.062 1.790
H 0.826210 0.539534 -2.164420 0.936 0.798 0.178
```
Positions in Å, forces in eV/Å.

Results
Energy above the lowest of the compared OMol25 structures with the same formula, charge and spin: 4.530 eV
Orbital gap: 0.3538 Eh
Electronic energy: -623.29273 Eh
Total charge: 0
SMILES: C=NSON

---

(9)
This record from the Open Molecules 2025 dataset describes a molecular structure, CH4N2P2 in a non-equilibrium geometry. The level of theory is ωB97M-V with the def2-TZVPD basis set.

```
9
Properties=species:S:1:pos:R:3:forces:R:3
C 0.871489 -1.559155 0.341015 0.575 0.216 0.491
N 1.424852 -2.126981 -0.485012 -0.410 -2.173 -1.409
N 2.466068 0.079424 -1.308373 2.204 5.290 0.967
P 0.935840 -0.257789 1.492733 -0.100 1.019 -0.142
P 2.027513 0.847913 0.123638 0.797 0.866 -0.350
H 1.979873 -0.693562 -1.511639 -1.810 -3.940 -1.532
H 2.925521 0.634720 -2.095914 -1.073 -1.103 1.801
H -0.660489 -2.673850 2.343407 -0.131 -0.593 -1.483
H -0.677496 -2.924131 1.589694 -0.052 0.418 1.656
```
Positions in Å, forces in eV/Å.

Results
Energy above the lowest of the compared OMol25 structures with the same formula, charge and spin: 1.338 eV
Orbital gap: 0.3035 Eh
Electronic energy: -832.63568 Eh
Total charge: 0

---

(10)
This record from the Open Molecules 2025 dataset describes a single CH4N2S molecule in a non-equilibrium geometry. The level of theory is ωB97M-V with the def2-TZVPD basis set.

```
8
Properties=species:S:1:pos:R:3:forces:R:3
C -0.126279 -0.225998 -1.103783 -0.409 -2.642 -0.126
N 0.426396 0.087784 1.289033 -2.141 2.184 0.468
N -0.220778 0.310531 0.110696 -3.961 2.647 -1.295
S -1.406360 -0.377389 -2.171119 0.532 0.890 0.289
H 0.665971 -0.985773 -1.334462 0.031 1.288 0.718
H 0.847470 0.909956 1.619135 0.729 1.215 0.385
H 1.009530 -0.644296 1.392536 1.986 -3.254 -0.354
H -1.195951 0.925186 0.197964 3.232 -2.329 -0.085
```
Positions in Å, forces in eV/Å.

Results
Energy above the lowest of the compared OMol25 structures with the same formula, charge and spin: 2.515 eV
Orbital gap: 0.3316 Eh
Electronic energy: -548.11942 Eh
Total charge: 0
SMILES: NNC=S